(1)
DFT (ωB97M-V with the def2-TZVPD basis set) results for a structure of composition C15H37IN4O7SSi in a non-equilibrium geometry.

Frontier orbital gap = 7.7 eV
LUMO = -0.051 hartree

CARTESIAN COORDINATES (ANGSTROEM)
C 3.446425 3.922617 -1.050885
Si 3.074626 2.052946 -0.867161
C 4.630801 1.277321 -0.087065
C 2.722233 1.412035 -2.620111
O 1.731685 1.750531 0.180812
S 0.272240 1.762985 -0.607490
O -0.117777 0.362619 -0.881535
O -0.826180 2.356430 0.507645
I -1.978767 3.654754 -0.523224
H 3.811376 4.100274 -2.067024
H 4.258421 4.195930 -0.374613
H 2.528120 4.490921 -0.881632
H 5.462119 1.966556 -0.239234
H 4.471615 1.172977 0.992903
H 4.831618 0.285435 -0.496888
H 1.984101 0.605165 -2.663361
H 2.286276 2.246466 -3.182247
H 3.646122 1.074671 -3.095216
C 8.333389 -1.061907 -1.311674
O 8.498572 0.029712 -1.813982
N 7.626594 -2.068200 -1.870743
C 7.461822 -3.352394 -1.214953
C 7.013543 -1.850707 -3.167634
H 8.756615 -1.325537 -0.329517
H 7.876400 -4.141584 -1.846632
H 6.399280 -3.540020 -1.049417
H 7.973800 -3.360608 -0.255278
H 7.782130 -1.605596 -3.902322
H 6.315121 -1.013691 -3.109394
H 6.482388 -2.745756 -3.482118
C 3.522481 -2.955767 1.109825
O 4.547867 -3.533743 1.407021
N 2.922123 -2.014113 1.864808
C 1.704684 -1.348915 1.437659
C 3.519888 -1.654909 3.137464
H 2.991686 -3.152357 0.164385
H 1.891484 -0.279128 1.361520
H 0.912620 -1.528914 2.168492
H 1.381426 -1.718820 0.466821
H 4.533899 -1.284417 2.976846
H 3.573719 -2.534604 3.780869
H 2.924537 -0.885396 3.622756
C -4.830061 2.055742 -2.195405
O -5.121597 3.146928 -2.643196
N -5.656938 1.262189 -1.485330
C -5.223383 -0.024111 -0.983425
C -7.016794 1.715322 -1.222502
H -3.828921 1.617218 -2.335472
H -5.854975 -0.812462 -1.399965
H -5.301789 -0.037672 0.103876
H -4.188437 -0.214157 -1.264409
H -7.526872 1.885081 -2.172669
H -6.989214 2.656426 -0.673329
H -7.558997 0.978457 -0.644981
C -9.224889 0.795505 2.213407
O -8.922525 1.252732 1.129802
N -8.587272 -0.219521 2.835828
C -9.012870 -0.713333 4.130911
C -7.443596 -0.829345 2.187066
H -10.075188 1.186703 2.793351
H -8.200562 -0.600245 4.851860
H -9.278974 -1.769425 4.051619
H -9.878493 -0.156983 4.484479
H -6.674146 -0.074829 2.021087
H -7.742017 -1.237962 1.219636
H -7.042611 -1.625523 2.809283

Forces on atoms 1 to 6 (eV/Å):
C -0.3 -1.0 0.1
Si 1.3 0.4 -0.5
C -1.2 0.1 0.1
C -0.5 0.1 0.6
O -1.3 0.0 -0.3
S -0.1 -1.4 -1.2

Atomic partial charges in e from the Mulliken method, atoms 1 to 8: -1.1242 0.7445 -1.0777 -1.1814 -0.3219 0.7391 -0.5707 -0.4569

=====

(2)
DFT (ωB97M-V with the def2-TZVPD basis set) results for a cluster of 3 separate species, C26H53N5O7S in total in a non-equilibrium geometry.

Frontier orbital gap = 8.6 eV
LUMO = 0.003 hartree
ΔE to the lowest compared entry with this formula, charge and spin = 988.7 kJ/mol

CARTESIAN COORDINATES (ANGSTROEM)
N 2.101365 -1.049737 3.866937
C 2.170457 -1.893026 2.604580
C 1.770072 -0.991742 1.258887
C 0.448809 -1.594313 0.462353
C -0.931846 -1.584810 1.346111
C -1.971096 -0.362712 1.000009
C -1.421538 0.923137 0.093660
O -0.474439 1.531877 1.086129
C -0.693173 1.112410 2.510466
O 0.118380 1.273782 3.558594
C -2.193524 0.455980 2.433866
C -3.289745 1.673418 2.488725
C -3.153985 2.671806 3.786414
C -3.194915 4.292327 3.379580
C -1.773256 4.801078 2.739697
S -0.648554 5.685935 3.998008
C 1.089057 5.081411 3.481758
N 1.781745 3.965396 4.259323
N 2.981072 3.831741 3.530389
C 3.082445 4.778270 2.344530
O 1.848208 5.611321 2.322244
H 2.685120 -0.185196 3.787533
H 2.357587 -1.629984 4.699560
H 1.357278 -2.740918 2.670735
H 3.268239 -2.296060 2.443980
H 1.714598 0.156624 1.476050
H 2.683573 -1.135599 0.504089
H 0.705390 -2.743086 0.262720
H 0.369999 -1.099722 -0.595201
H -1.506892 -2.594453 1.071558
H -0.696913 -1.688496 2.511884
H -2.938989 -0.922726 0.581478
H -2.329418 1.589481 -0.253828
H -0.885252 0.699476 -0.924049
H -2.530766 -0.347322 3.219462
H -4.361513 1.157454 2.565631
H -3.330839 2.353120 1.536678
H -4.097325 2.465366 4.486662
H -2.209849 2.426528 4.464113
H -3.429287 4.978971 4.314313
H -4.028837 4.397273 2.534524
H -1.869161 5.539512 1.836456
H -1.176526 3.856228 2.354440
H 3.956846 4.861661 1.545162
C 4.881451 -8.272697 -0.528278
O 3.604958 -8.723700 -0.954924
C 2.761077 -9.139556 0.128531
C 1.594831 -8.156819 0.312247
N 2.062682 -6.872954 0.851576
C 1.049625 -5.812145 0.804588
C 0.554684 -5.365986 -0.585089
O 1.546083 -4.703678 -1.372407
C 2.403346 -5.571914 -2.099040
H 5.507376 -8.133266 -1.416522
H 4.804267 -7.311069 -0.015638
H 5.365601 -9.008115 0.122629
H 3.321558 -9.284166 1.059270
H 2.347031 -10.114270 -0.157989
H 0.864762 -8.589995 1.003603
H 1.115460 -8.023426 -0.659664
H 2.871870 -6.563253 0.319106
H 1.492574 -4.938446 1.298845
H 0.189777 -6.114305 1.413995
H -0.236491 -4.624100 -0.422034
H 0.085509 -6.179389 -1.151365
H 1.900080 -6.493439 -2.410867
H 3.290481 -5.801577 -1.502398
H 2.745106 -5.045812 -2.990691
C -1.899264 3.453081 -6.324937
O -0.854730 3.322762 -5.372660
C 0.006539 4.469124 -5.317763
C -0.181739 5.222770 -3.992537
N -1.484940 5.899300 -3.947316
C -1.833522 6.414049 -2.617905
C -2.015029 5.385235 -1.484845
O -3.147431 4.529729 -1.649679
C -2.917487 3.393385 -2.469786
H -2.400423 2.483072 -6.415079
H -2.639274 4.185721 -5.994620
H -1.507563 3.731475 -7.308800
H -0.124931 5.128869 -6.183084
H 1.034102 4.086348 -5.352249
H 0.612164 5.969248 -3.887159
H -0.086702 4.498425 -3.181060
H -2.209301 5.246021 -4.234981
H -2.780806 6.955414 -2.733748
H -1.084163 7.155125 -2.315778
H -2.203967 5.950486 -0.564122
H -1.108097 4.799860 -1.291899
H -1.887905 3.026495 -2.398569
H -3.171000 3.627698 -3.507363
H -3.590835 2.598702 -2.147754

Forces on atoms 1 to 6 (eV/Å):
N 0.3 -0.9 -0.7
C -0.1 0.8 -0.7
C 0.9 -0.6 -0.7
C 1.0 -0.9 0.7
C 0.1 -0.9 -0.7
C -0.7 0.4 0.5

Atomic partial charges in e from the Mulliken method, atoms 1 to 8: -0.4742 -0.3866 -0.3878 -0.4125 -0.6321 0.2691 -0.1045 -0.4396

=====

(3)
DFT (ωB97M-V with the def2-TZVPD basis set) results for an isolated molecule of C3H3ClIN in a non-equilibrium geometry.

Frontier orbital gap (alpha / beta) = 7.0 / 7.8 eV
LUMO (alpha / beta) = -0.048 / -0.028 hartree
ΔE to the lowest compared entry with this formula, charge and spin = 412.0 kJ/mol

CARTESIAN COORDINATES (ANGSTROEM)
C 0.621307 -0.192989 -1.327955
C -0.049226 0.572099 1.424043
C -0.635639 -0.746899 -1.065174
N 1.693271 0.275121 -1.311600
Cl -0.914090 -2.328804 -0.436287
I 1.731250 1.480054 0.906084
H -0.864696 1.185940 1.023082
H 0.050231 -0.041395 2.225630
H -1.632407 -0.203126 -1.437823

Forces on atoms 1 to 6 (eV/Å):
C -1.4 -1.4 0.4
C 0.9 3.2 -3.6
C -1.6 2.2 -0.4
N 0.1 -0.4 -1.5
Cl 0.4 0.2 -0.3
I -0.9 0.0 1.6

Atomic partial charges in e from the Mulliken method, atoms 1 to 8: 0.6783 -0.9202 -0.4011 -0.5887 -0.1118 0.2257 0.3945 0.4038

=====

| no. | E_tot (eV) |
| --- | --- |
| 1 | -63261.796 |
| 2 | -60425.661 |
| 3 | -25267.842 |